A cluster of 10 separate species, C33H87O31P7 in total, computed with ωB97M-V/def2-TZVPD.

ORCA input file:
```
! RIJCOSX wB97M-V def2-TZVPD def2/J DEFGRID3
* xyz 0 1
P 7.421 0.326 -2.610
P 0.172 -0.874 0.288
P 7.259 -1.831 2.195
P -1.033 6.607 0.785
P -6.003 4.900 2.980
P -4.488 -7.345 3.420
P -2.871 -4.469 -2.258
O 7.088 -0.407 1.775
O -6.800 4.538 4.307
O 7.952 -2.863 1.231
O 7.916 1.440 -3.635
O -3.286 -6.826 4.338
O -6.962 4.419 1.788
O 0.369 4.657 -1.159
O -1.385 -4.689 -2.831
O 6.226 1.102 -1.929
O 8.501 0.307 -1.396
O 3.441 -2.553 -4.660
O 0.264 -0.326 -1.069
O -0.835 5.204 1.554
O -4.469 -6.370 2.176
O 1.371 -1.809 0.754
O 0.460 7.181 0.562
O -1.160 -1.743 0.461
O 7.167 -1.014 -3.164
O 5.884 -2.588 2.480
O 0.037 0.202 1.465
O -3.436 -5.968 -2.387
O -3.904 0.192 0.527
O -2.978 -3.963 -0.883
O -5.569 6.304 2.925
O 8.122 -1.933 3.560
O -1.925 6.694 -0.386
O -3.876 -8.692 2.824
O -3.628 -3.572 -3.347
O -1.495 7.603 1.991
O -4.878 3.735 2.976
O -5.739 -7.534 4.154
C 5.555 0.514 -0.794
C 8.151 -3.159 4.245
C 0.130 5.244 -2.435
C -2.891 7.811 2.291
C -0.059 5.243 2.742
C 4.149 -0.354 -4.911
C -4.595 -6.297 -1.588
C -1.063 4.502 -3.002
C -3.518 3.906 2.546
C -3.602 -0.650 -0.599
C -4.415 -9.179 1.601
C 8.989 -2.429 0.343
C -5.010 1.030 0.256
C -1.711 -2.202 1.671
C -5.276 0.939 -1.240
C -4.679 -0.425 -1.631
C -0.518 -3.520 -3.023
C -0.894 3.098 -2.403
C 8.858 1.017 -4.656
C -1.048 1.143 1.394
C -4.376 -4.955 2.311
C 4.612 -1.733 -4.564
C 9.096 1.566 -0.971
C -6.684 4.893 0.468
C -3.612 -3.866 -4.732
C -3.155 -7.153 5.706
C 4.870 -2.089 3.333
C -7.897 5.250 4.871
C 2.800 -0.334 -4.146
C 2.405 -2.261 -0.089
C 2.349 -1.785 -4.139
C 0.285 3.241 -1.399
C 0.588 8.531 0.203
H -4.014 -7.563 6.236
H -4.778 1.736 -1.800
H -3.177 4.867 2.173
H 8.072 -2.887 5.302
H 5.222 -1.325 4.031
H -1.904 0.920 2.027
H -3.766 -4.934 -4.895
H -2.996 3.574 3.443
H 8.850 2.361 -1.668
H -0.522 5.762 3.578
H 0.194 4.234 3.074
H -0.727 2.334 -3.161
H 7.420 -3.917 3.969
H -7.360 5.712 0.221
H -3.779 -9.938 1.141
H 0.079 2.785 -0.434
H -5.485 -1.147 -1.458
H 4.578 0.194 -1.156
H 9.145 -0.029 -4.564
H -1.304 1.288 0.346
H -4.408 -0.493 -2.681
H -1.787 2.820 -1.843
H 2.063 0.217 -4.734
H -2.884 7.786 3.379
H -3.530 -4.603 1.721
H 0.939 5.619 2.505
H -1.816 -3.288 1.599
H 2.197 -3.158 -0.676
H 1.453 -2.019 -4.714
H -5.329 -9.734 1.824
H -8.111 6.188 4.365
H -7.793 5.407 5.944
H 0.961 5.017 -3.117
H -0.469 -3.282 -4.078
H -2.639 -0.449 -1.076
H -6.338 1.053 -1.457
H -5.931 0.665 0.725
H -6.805 4.153 -0.321
H 9.259 -1.393 0.542
H 6.018 -0.418 -0.470
H -0.233 9.206 0.453
H 2.521 -1.522 -0.893
H -4.351 -3.199 -5.167
H 8.606 1.248 -5.687
H -4.891 2.070 0.561
H -0.718 2.127 1.739
H -0.821 -2.807 -2.254
H 0.091 6.320 -2.285
H -8.730 4.544 4.824
H -1.042 4.501 -4.092
H 1.513 9.074 0.393
H -4.527 -5.796 -0.622
H -4.594 -7.376 -1.478
H -2.296 -7.819 5.791
H -2.762 -1.903 1.674
H 3.384 -2.320 0.381
H 4.058 -1.637 2.765
H -2.037 4.852 -2.663
H 9.126 -3.656 4.240
H 2.174 -2.160 -3.124
H 8.760 1.793 0.040
H -2.885 -6.242 6.245
H -3.445 7.014 1.806
H -5.663 5.276 0.417
H -3.217 8.791 1.946
H -3.329 3.200 1.735
H 5.580 1.207 0.040
H -4.199 -4.536 3.301
H 4.984 -1.872 -3.544
H 0.433 -3.859 -2.612
H 8.552 -2.543 -0.648
H 4.564 -2.925 3.959
H 4.781 0.490 -4.638
H 9.881 -3.051 0.399
H -2.623 -3.664 -5.151
H 1.281 2.938 -1.730
H 5.396 -2.198 -5.162
H -4.557 -8.430 0.825
H -3.540 -1.665 -0.219
H 3.975 -0.279 -5.986
H 2.861 0.100 -3.150
H 9.752 1.578 -4.376
H 10.152 1.306 -0.918
H -5.459 -5.862 -2.091
H -1.319 -2.020 2.671
H 0.543 8.588 -0.895
H -5.295 -4.570 1.870
*
```

The total energy comes out at -6031.998193 hartree. For the highest occupied orbital energy, the calculation gives -9.002 eV. The HOMO-LUMO gap is 9.576 eV. For the relative energy (zero: lowest compared OMol25 entry of this formula, charge and spin), the calculation gives 0.0 kJ/mol.